Entry 1:
ORCA calculation (ωB97M-V/def2-TZVPD) on a molecular structure, C15H32As2N2NiO5.

Geometry (Å):
O 0.7526 2.5065 0.1007
H 0.3073 3.3383 0.3483
Ni -0.5221 0.4935 -2.8065
N -1.5658 -0.5366 -3.9663
N 0.3209 -1.2979 -2.7135
O -2.7429 -0.1658 -4.6551
O 1.2030 -1.8237 -1.7185
C -1.2474 -1.7847 -4.2742
C -0.1301 -2.2517 -3.5142
C -2.0942 -2.4702 -5.2604
C 0.4294 -3.6229 -3.5245
H -3.1294 -2.5481 -4.9126
H -1.7087 -3.4789 -5.4243
H -2.0963 -1.9491 -6.2247
H 0.1288 -4.1936 -2.6356
H 1.5242 -3.6051 -3.5762
H 0.0604 -4.1644 -4.4012
H -2.9429 0.7462 -4.3709
H 1.8184 -1.0919 -1.5273
O -0.8963 -3.1788 -0.2561
H -0.6209 -3.8137 0.4290
H -0.0646 -2.8426 -0.6524
C 2.7111 2.3444 0.5372
H 2.4131 3.3266 0.9031
H 2.6429 2.1004 -0.5203
H 3.8038 2.3613 0.6997
O -0.1614 1.9817 -2.1309
H 0.3955 2.2963 -0.8836
H -0.4143 2.7445 -2.6760
C -2.3314 -0.9757 1.4722
As -1.0952 0.4096 0.8764
C -2.3719 1.8292 0.4559
C -0.5375 1.1475 2.6436
C -1.4958 1.4992 3.5967
C -1.0882 2.0978 4.7992
C 0.2625 2.3515 5.0411
C 1.2298 1.9874 4.0943
C 0.8261 1.3763 2.9080
As 2.2307 0.7955 1.6813
C 3.8137 0.5952 2.7880
C 1.7976 -1.1025 1.3718
H -3.3405 -0.6473 1.2047
H -2.2177 -1.0990 2.5534
H -2.0351 -1.8820 0.9191
H -3.3757 1.4444 0.6634
H -2.1439 2.7103 1.0647
H -2.2474 2.0453 -0.6126
H -2.5550 1.3176 3.4083
H -1.8377 2.3687 5.5441
H 0.5821 2.8284 5.9679
H 2.2896 2.1668 4.2751
H 3.5064 0.3886 3.8166
H 4.3698 -0.2507 2.3687
H 4.4028 1.5158 2.7257
H 1.5777 -1.5631 2.3450
H 0.9266 -1.2077 0.7105
H 2.6835 -1.5672 0.9237

Calculated values
HOMO energy (spin up / spin down) in hartree: -0.160 / -0.219
LUMO energy (spin up / spin down) in Eh: -0.0059 / -0.0058
Spin multiplicity: 3
⟨S²⟩: 2.023
Total charge: 0

***

Entry 2:
ORCA calculation (ωB97M-V/def2-TZVPD) on a molecular structure, C21H28Cl5PtSb.

Geometry (Å):
Pt 0.2408 0.1574 1.8362
C 2.1291 1.8297 1.9654
C 2.6178 0.7426 2.6596
C 1.9854 0.3135 3.8090
C 0.8690 0.9853 4.2678
C 0.3850 2.0781 3.5747
C 1.0135 2.5005 2.4218
H 2.6275 2.1570 1.0687
H 3.4999 0.2359 2.3002
H 2.3537 -0.5475 4.3448
H 0.3775 0.6586 5.1712
H -0.4811 2.6092 3.9349
H 0.6453 3.3572 1.8789
C -1.7408 1.1127 -3.0463
C -0.2238 1.1069 -2.8648
C 0.4798 0.5133 -4.0828
Sb 0.2408 0.1574 -0.9344
C 2.4110 -0.2080 -0.9483
C 3.1244 1.1301 -1.1325
C 2.9079 -1.2437 -1.9546
C -0.6718 -1.8414 -1.0404
C -0.5114 -2.5774 -2.3679
C -0.1389 -2.6759 0.1237
H -2.0202 1.6685 -3.9662
H -2.2199 1.6134 -2.1782
H -2.1322 0.0772 -3.1178
H 0.1145 2.1629 -2.7799
H 0.2417 -0.5547 -4.2244
H 1.5726 0.6398 -3.9805
H 0.1757 1.0647 -4.9979
H 2.6616 -0.5935 0.0636
H 2.8897 1.5646 -2.1255
H 4.2237 0.9981 -1.0430
H 2.7951 1.8405 -0.3444
H 2.6713 -0.9637 -2.9943
H 2.4677 -2.2309 -1.7272
H 4.0098 -1.3547 -1.8643
H -1.7622 -1.6904 -0.8838
H 0.5476 -2.7389 -2.6310
H -1.0103 -2.0113 -3.1744
H -1.0140 -3.5669 -2.3115
H 0.9531 -2.8404 0.0187
H -0.6506 -3.6616 0.1611
H -0.3283 -2.1478 1.0821
Cl -1.5760 2.6125 0.8691
C -2.5397 1.2810 1.3936
C -1.8506 0.1574 1.8362
C -2.5397 -0.9662 2.2788
Cl -1.5760 -2.2977 2.8033
C -3.9402 -0.9790 2.2839
Cl -4.7879 -2.3904 2.8399
C -4.6443 0.1574 1.8362
Cl -6.3860 0.1574 1.8362
C -3.9402 1.2938 1.3885
Cl -4.7880 2.7052 0.8325
H 0.2408 -1.5604 1.8362

Calculated values
HOMO energy (spin up / spin down) in hartree: -0.470 / -0.556
LUMO energy (spin up / spin down) in Eh: -0.2254 / -0.3792
Spin multiplicity: 5
⟨S²⟩: 6.037
Total charge: +2

***

Entry 3:
ORCA calculation (ωB97M-V/def2-TZVPD) on a single C33H38O6 molecule.

Geometry (Å):
C 1.8612 -3.9247 -2.5832
C 0.4575 -3.7972 -2.0782
O 0.1432 -2.3717 -2.1884
C -0.8857 -2.0396 -1.3899
O -1.5287 -2.9122 -0.8029
C -1.1658 -0.5410 -1.2040
C -0.2607 0.3231 -2.0989
O -0.6653 1.1642 -2.8875
O 1.0475 0.1359 -1.8833
C 1.8710 1.1174 -2.5619
C 3.2697 0.6875 -2.2456
C -2.6318 -0.3794 -1.6783
C -2.7420 -0.8595 -3.1213
C -4.1563 -0.8227 -3.6852
C -5.1935 -1.4287 -2.7380
C -5.0484 -0.9507 -1.2883
C -3.6281 -1.1075 -0.7721
C -0.9451 -0.0828 0.2205
C -1.4185 1.3780 0.3392
C -2.7419 1.6688 0.7186
C -3.2474 2.9522 0.6580
C -2.3705 4.0427 0.4295
O -2.9012 5.2933 0.5149
C -2.0020 6.4298 0.5386
C -1.0138 3.7783 0.1400
C -0.5719 2.4598 0.0620
C 0.4713 -0.3208 0.7974
C 1.1731 -1.4997 0.5368
C 2.4446 -1.7374 1.0262
C 2.9502 -0.8953 2.0207
O 4.0835 -1.3714 2.6511
C 4.4121 -0.9878 3.9578
C 4.4816 -2.0054 4.9179
C 4.8656 -1.6778 6.2161
C 5.2351 -0.3662 6.5331
C 5.2097 0.6260 5.5471
C 4.7861 0.3243 4.2488
C 2.2665 0.2758 2.3610
C 1.0202 0.5273 1.7704
H 2.1416 -4.9790 -2.6294
H 1.9702 -3.4825 -3.5798
H 2.5477 -3.4139 -1.8948
H -0.2821 -4.3498 -2.6778
H 0.3836 -4.1196 -1.0299
H 1.6423 1.0775 -3.6358
H 1.6298 2.1196 -2.1778
H 3.9682 1.4629 -2.5579
H 3.4008 0.4894 -1.1787
H 3.5011 -0.2315 -2.7899
H -2.8810 0.6912 -1.6554
H -2.0867 -0.2326 -3.7358
H -2.3629 -1.8895 -3.1800
H -4.4155 0.2159 -3.9219
H -4.1537 -1.3792 -4.6293
H -6.2020 -1.1959 -3.1000
H -5.0894 -2.5232 -2.7570
H -5.3184 0.1142 -1.2166
H -5.7253 -1.5142 -0.6351
H -3.3552 -2.1651 -0.7242
H -3.5723 -0.7569 0.2661
H -1.6145 -0.6972 0.8423
H -3.3933 0.8661 1.0647
H -4.3016 3.1477 0.8373
H -2.6650 7.2897 0.6575
H -1.3034 6.3679 1.3863
H -1.4413 6.5114 -0.4035
H -0.3073 4.5945 -0.0246
H 0.4809 2.2943 -0.1773
H 0.7327 -2.3083 -0.0214
H 3.0128 -2.6119 0.7181
H 4.2324 -3.0261 4.6249
H 4.8903 -2.4636 6.9727
H 5.5565 -0.1177 7.5469
H 5.5253 1.6439 5.7716
H 4.7583 1.0812 3.4629
H 2.6819 0.9752 3.0814
H 0.4832 1.4105 2.1024

Calculated values
HOMO energy in hartree: -0.302
SMILES string: CCOC(=O)C(C(=O)OCC)(C1CCCCC1)[C@H](c1ccc(OC)cc1)c1ccc(Oc2ccccc2)cc1
LUMO energy in Eh: 0.0246
Total charge: 0

***

Entry 4:
ORCA calculation (ωB97M-V/def2-TZVPD) on 3 unconnected molecules or ions with the total composition C28H56Br2Cl4N4O5P.

Geometry (Å):
C -6.0950 -2.4217 -1.5923
C -5.6163 -2.1504 -3.1539
C -5.2882 -0.5839 -3.4995
C -3.7073 -0.3232 -3.9805
C -3.1169 0.7632 -2.8501
C -2.9802 -0.0672 -1.4679
C -1.6506 0.3068 -0.5065
C -1.8667 -0.8848 0.6533
N -0.6946 -1.1778 1.5283
C -1.1631 -1.9163 2.7905
N -0.4470 -0.0768 -1.2981
C 0.5644 1.0329 -1.6557
C 0.8792 0.6576 -3.2614
C 1.5692 -0.7979 -3.5233
C 3.0788 -0.6242 -4.1647
C 4.2778 -0.4673 -3.0529
N 4.5479 -1.7266 -2.2375
C 5.6570 -1.4743 -1.1950
C 5.7846 -2.5739 0.0590
O 6.5284 -0.4644 -1.2634
C 1.8868 0.7485 -0.7563
O 1.6260 0.6049 0.7167
O 2.4443 -0.2677 1.2360
C -0.0658 2.5392 -1.6541
C 0.9191 3.8395 -1.6008
Br 2.6505 3.7573 -2.6392
C 1.2924 4.5918 -0.2207
C 0.0451 5.3127 0.6168
Br 2.6733 3.7423 0.9685
O -1.1934 2.8269 -0.7883
C -1.7765 1.8206 0.0448
C -3.3537 2.3990 0.1551
C -4.2935 1.7022 1.2707
N -5.4688 0.9745 1.0372
P -1.1386 2.2052 1.8083
O -1.6207 1.2858 2.9772
H -7.2407 -2.1678 -1.4116
H -5.8578 -3.5705 -1.3701
H -5.4906 -1.8023 -0.8050
H -4.6534 -2.7874 -3.4541
H -6.5340 -2.5164 -3.8241
H -5.5564 0.0581 -2.5314
H -6.0565 -0.2119 -4.3307
H -3.0779 -1.3072 -4.0378
H -3.7797 0.2800 -4.9816
H -2.1516 1.2436 -3.2871
H -3.9413 1.6271 -2.8509
H -3.9837 -0.1114 -0.8224
H -2.8383 -1.2101 -1.7941
H -2.7850 -0.6341 1.3721
H -2.1736 -1.9221 0.1461
H -0.0730 -1.8710 1.0491
H -1.8123 -2.8385 2.4103
H -1.8847 -1.2692 3.4628
H -0.2669 -2.2868 3.4507
H -0.8055 -0.5696 -2.1743
H 0.1629 -0.8432 -0.8766
H -0.1537 0.6331 -3.8627
H 1.5305 1.4372 -3.8180
H 0.9336 -1.3720 -4.3552
H 1.5460 -1.5309 -2.5813
H 3.1264 0.3569 -4.8434
H 3.3621 -1.5123 -4.9098
H 5.2779 -0.2780 -3.6769
H 4.1648 0.5097 -2.3763
H 5.0305 -2.3725 -2.9318
H 4.9914 -2.3558 0.8917
H 5.4811 -3.6204 -0.4189
H 6.8736 -2.6363 0.4913
H 2.7756 1.4953 -0.8627
H 2.3886 -0.3156 -0.9815
H 1.9892 -1.1734 1.2490
H -0.5577 2.6197 -2.7594
H 0.3158 4.6845 -2.2117
H 1.8926 5.5631 -0.6032
H 0.2678 6.4720 0.7994
H -0.9794 5.2764 0.0558
H 0.0145 4.8459 1.7086
H -3.8765 2.5168 -0.8765
H -3.1857 3.5221 0.5344
H -4.0804 1.8656 2.4343
H -5.8515 0.6503 1.9738
H 0.2736 2.4034 1.9407
H -1.7019 3.5316 2.1276
Cl 5.9644 -1.9234 3.5972
C 7.5139 -1.7445 4.4574
C 8.6542 -1.3836 3.5190
Cl 9.0753 -2.7244 2.4243
H 7.7140 -2.6773 4.9941
H 7.3753 -0.9506 5.1974
H 9.5535 -1.1530 4.0976
H 8.4103 -0.5093 2.9070
Cl -1.4722 -3.8974 6.7749
C -1.7652 -2.1414 6.8331
C -3.2463 -1.8034 6.7745
Cl -3.9581 -2.1706 5.1833
H -1.2134 -1.6774 6.0095
H -1.3379 -1.7801 7.7734
H -3.3907 -0.7327 6.9463
H -3.8140 -2.3493 7.5347

Calculated values
HOMO energy in hartree: -0.434
LUMO energy in Eh: -0.0985
Total charge: +1

***

Entry 5:
ORCA calculation (ωB97M-V/def2-TZVPD) on a molecular structure, C55H55InN5O3PSbSi.

Geometry (Å):
In -0.0992 -0.1058 0.1916
C -0.0588 0.5991 4.5458
C 0.1521 0.3796 3.1892
N -0.6843 -0.3126 2.4247
C -1.7890 -0.8676 2.9890
C -2.0853 -0.6710 4.3415
C -1.1875 0.0833 5.1146
C -3.2856 -1.2322 4.9091
C -4.1228 -1.9603 4.1552
C -3.8252 -2.2229 2.7695
C -4.6492 -3.0369 1.9713
C -4.2940 -3.2981 0.6808
C -3.1107 -2.7343 0.1926
N -2.3183 -1.9547 0.9081
C -2.6735 -1.6928 2.1842
H 0.6554 1.1753 5.1174
H 1.0307 0.7891 2.7050
H -1.3976 0.2400 6.1667
H -3.4934 -1.0550 5.9600
H -5.0237 -2.3891 4.5820
H -5.5541 -3.4568 2.3966
H -4.9011 -3.9182 0.0352
H -2.8164 -2.9259 -0.8344
O -0.1417 -2.2413 -0.9914
H 0.6647 -2.3844 -0.4400
H -0.8159 -2.7561 -0.5303
C -0.0173 3.3144 1.0665
O -0.4577 2.0740 0.5181
H 0.8903 3.1861 1.6702
H -0.7854 3.7477 1.7160
H 0.2171 4.0322 0.2755
C 3.6288 0.1991 -4.2897
N 2.9598 -1.0068 -3.8007
C 1.7681 -1.2642 -4.6093
N 0.8428 -0.1243 -4.6692
C 1.5745 1.0604 -5.1297
N 2.7542 1.3767 -4.3181
C 2.4072 1.8460 -2.9784
P 1.4648 0.5409 -2.0393
C 2.6294 -0.8772 -2.3774
C 0.2288 0.1357 -3.3653
H 3.9792 0.0153 -5.3044
H 4.4896 0.4115 -3.6555
H 1.2422 -2.1266 -4.1982
H 2.0848 -1.4978 -5.6251
H 0.9011 1.9186 -5.1314
H 1.9093 0.8780 -6.1498
H 1.7966 2.7458 -3.0418
H 3.3096 2.0875 -2.4176
H 2.1923 -1.8069 -2.0174
H 3.5464 -0.7083 -1.8074
H -0.4502 0.9786 -3.4590
H -0.3441 -0.7346 -3.0449
C -2.1019 5.0974 -3.8876
C -2.2882 3.7950 -4.3357
C -2.3403 2.7460 -3.4242
C -2.2029 2.9947 -2.0571
C -2.0347 4.3074 -1.6126
C -1.9816 5.3535 -2.5273
Sb -2.2958 1.4565 -0.6185
C -3.4191 2.3908 0.9012
C -3.1049 2.1860 2.2455
C -3.8698 2.7825 3.2431
C -4.9457 3.5919 2.9012
C -5.2555 3.8114 1.5633
C -4.4958 3.2118 0.5636
C -3.9104 0.3194 -1.4930
C -5.1826 0.2689 -0.9130
C -6.2084 -0.4562 -1.5180
C -5.9778 -1.1387 -2.7055
C -4.7149 -1.1089 -3.2873
C -3.6906 -0.3869 -2.6831
H -2.0631 5.9147 -4.5986
H -2.4069 3.5944 -5.3956
H -2.5191 1.7435 -3.7917
H -1.9599 4.5238 -0.5533
H -1.8506 6.3698 -2.1743
H -2.2461 1.5846 2.5149
H -3.6178 2.6247 4.2870
H -5.5411 4.0588 3.6777
H -6.0911 4.4488 1.2970
H -4.7481 3.3861 -0.4766
H -5.3852 0.7874 0.0167
H -7.1917 -0.4841 -1.0602
H -6.7801 -1.6929 -3.1795
H -4.5296 -1.6437 -4.2125
H -2.7052 -0.3980 -3.1433
O 1.3558 -1.1927 0.9201
Si 2.9474 -1.4791 1.2094
C 3.9594 0.0578 0.8758
C 3.4055 1.2225 0.3213
C 4.1864 2.3389 0.0309
C 5.5479 2.3119 0.2991
C 6.1166 1.1821 0.8798
C 5.3318 0.0730 1.1662
C 3.2470 -1.9167 2.9977
C 3.3264 -0.9002 3.9639
C 3.5960 -1.1850 5.2970
C 3.7983 -2.5037 5.6946
C 3.7343 -3.5267 4.7569
C 3.4636 -3.2342 3.4218
C 3.5146 -2.9145 0.1550
C 2.6787 -4.0366 0.0296
C 3.0232 -5.1189 -0.7747
C 4.2260 -5.1058 -1.4711
C 5.0811 -4.0171 -1.3476
C 4.7282 -2.9354 -0.5439
H 2.3396 1.2756 0.1247
H 3.7328 3.2266 -0.3975
H 6.1646 3.1719 0.0677
H 7.1732 1.1709 1.1171
H 5.7924 -0.7904 1.6404
H 3.1974 0.1387 3.6639
H 3.6661 -0.3818 6.0236
H 4.0143 -2.7307 6.7331
H 3.9053 -4.5528 5.0626
H 3.4332 -4.0452 2.7015
H 1.7466 -4.0841 0.5926
H 2.3587 -5.9724 -0.8533
H 4.4961 -5.9419 -2.1066
H 6.0253 -4.0076 -1.8814
H 5.4048 -2.0885 -0.4843

Calculated values
HOMO energy in hartree: -0.374
LUMO energy in Eh: -0.1015
Total charge: +1

***

Entry 6:
ORCA calculation (ωB97M-V/def2-TZVPD) on a molecular structure, C28H26N8OPRuS.

Geometry (Å):
Ru -0.3342 -0.2450 0.1053
N -0.3955 2.9305 3.4462
C -0.2060 1.9129 2.5699
S -0.4589 2.3190 0.9039
N 0.0825 0.7417 3.0454
N 0.4113 -0.2653 2.2346
C 0.5702 -1.4447 2.7817
C 1.0734 -2.5941 2.1225
C 1.1114 -3.8148 2.8186
C 1.5913 -4.9594 2.2359
C 2.0468 -4.9280 0.9117
C 2.0242 -3.7645 0.1941
C 1.5527 -2.5473 0.7596
O 1.5774 -1.4663 0.0861
H -0.4618 3.8564 3.0574
H -0.0612 2.8216 4.3886
H 0.3224 -1.5517 3.8408
H 0.7396 -3.8318 3.8361
H 1.5998 -5.8865 2.7887
H 2.4104 -5.8363 0.4533
H 2.3632 -3.7355 -0.8308
N -3.7877 -2.2117 -4.5626
C -3.4587 -2.2814 -3.4581
N -3.2018 -2.3809 -2.2086
C -2.2649 -2.1351 -1.4289
N -1.4958 -1.9959 -0.5489
C 2.2406 0.9966 -2.1534
P 0.4282 0.7588 -2.0022
C -0.3870 2.3022 -2.5075
C -1.7645 2.2123 -2.7217
C -2.5051 3.3357 -3.0297
C -1.8812 4.5724 -3.1031
C -0.5205 4.6751 -2.8659
C 0.2284 3.5468 -2.5698
C 0.0890 -0.4044 -3.3616
C 0.4676 -1.7274 -3.1380
C 0.2097 -2.6940 -4.0907
C -0.4753 -2.3562 -5.2488
C -0.8725 -1.0469 -5.4638
C -0.5738 -0.0639 -4.5356
H 2.5191 1.3416 -3.1503
H 2.6907 0.0205 -1.9644
H 2.5934 1.6877 -1.3882
H -2.2379 1.2393 -2.6520
H -3.5670 3.2527 -3.2076
H -2.4567 5.4535 -3.3517
H -0.0425 5.6440 -2.8993
H 1.2903 3.6312 -2.3883
H 0.9521 -1.9836 -2.2027
H 0.5287 -3.7124 -3.9232
H -0.7214 -3.1199 -5.9710
H -1.4310 -0.7892 -6.3509
H -0.8690 0.9600 -4.7216
N -6.5986 0.2181 2.0817
C -5.3021 0.1261 1.7042
C -4.8437 0.6568 0.4902
C -3.4976 0.6127 0.2096
N -2.5989 0.0536 1.0183
C -3.0309 -0.4976 2.1486
C -4.3505 -0.4762 2.5368
H -7.2967 0.5610 1.4468
H -6.9014 -0.2391 2.9210
H -5.5357 1.1130 -0.2022
H -3.1085 1.0701 -0.6932
H -2.2788 -0.9554 2.7764
H -4.6563 -0.9056 3.4779

Calculated values
HOMO energy (spin up / spin down) in hartree: -0.265 / -0.263
LUMO energy (spin up / spin down) in Eh: -0.0390 / -0.0293
Spin multiplicity: 2
⟨S²⟩: 0.765
Total charge: 0

***

Entry 7:
ORCA calculation (ωB97M-V/def2-TZVPD) on a single C3H5NO2 molecule.

Geometry (Å):
O -0.8287 1.1782 -1.8186
C -0.3392 0.7624 -0.7973
N 0.9703 0.7852 -0.4423
C 0.8299 -0.2092 0.6484
C -0.7210 -0.0578 0.4646
O -1.5130 -1.1907 0.3237
H 1.5764 0.9864 -1.2293
H 1.2399 0.1107 1.6134
H 1.1752 -1.2302 0.4384
H -1.1747 0.5521 1.2485
H -1.2150 -1.6871 -0.4493

Calculated values
HOMO energy in hartree: -0.361
SMILES string: O=C1NC[C@@H]1O
LUMO energy in Eh: 0.0277
Total charge: 0

***

What are the total energy values for these records? In order: -192003.82974; -94603.55595; -47122.37489; -245583.21146; -100395.89585; -66131.06469; -8776.24034 eV.